Computed, not measured: a molecular structure, C26H52FIrN5OPSb2, with the ωB97M-V functional and the def2-TZVPD basis.

Each line ends with the Mulliken charge.
Cartesian coordinates (Å):
Ir 0.73818 -0.59898 0.76506  3.448
C -1.45046 -3.49107 2.31006  -1.273
Sb -1.37311 -2.06754 0.74420  0.553
C -3.24501 -1.10122 0.97378  -1.170
C -1.51427 -3.30000 -0.99869  -1.516
C -0.92197 -4.64945 -0.70583  0.552
C -1.77667 -5.68229 -0.32301  -0.744
C -1.29343 -6.93522 0.01256  -0.709
C 0.07168 -7.17708 -0.03457  -0.736
C 0.93025 -6.16379 -0.42541  -0.517
C 0.45792 -4.89535 -0.76182  0.664
C 1.44935 -3.85011 -1.19117  -1.497
Sb 2.18058 -2.67914 0.43381  0.528
C 4.12008 -2.11572 -0.20382  -1.514
C 2.55563 -4.08444 1.97008  -1.247
H -2.37547 -4.06033 2.23583  0.463
H -1.42510 -2.98636 3.27591  0.506
H -0.61194 -4.18055 2.23122  0.209
H -3.79924 -1.61224 1.75876  0.578
H -3.80080 -1.16603 0.04092  0.405
H -3.09771 -0.05702 1.23893  0.125
H -1.01050 -2.75954 -1.79883  0.521
H -2.57140 -3.38456 -1.24790  0.953
H -2.84550 -5.50044 -0.30253  0.458
H -1.97922 -7.72196 0.29607  0.438
H 0.46351 -8.15478 0.21063  0.440
H 1.99359 -6.36522 -0.49581  0.447
H 1.05492 -3.13053 -1.90602  0.396
H 2.33177 -4.31554 -1.63115  0.808
H 4.65547 -3.00527 -0.53146  0.503
H 4.68113 -1.65886 0.61150  0.433
H 4.03800 -1.42362 -1.04112  0.450
H 3.36872 -4.73800 1.65833  0.430
H 1.66589 -4.68659 2.14249  0.311
H 2.83890 -3.57656 2.89052  0.464
N 0.77607 -0.29030 2.83265  -0.414
C 2.12453 0.19815 3.23425  -0.792
C 2.54546 1.26198 2.24384  -0.022
N 2.43243 0.73365 0.86257  -0.613
H 0.08557 0.43742 3.02296  0.241
H 0.51876 -1.09040 3.40267  0.272
H 2.80614 -0.65299 3.20348  0.259
H 2.11433 0.59186 4.25108  0.538
H 3.55502 1.61223 2.45757  0.576
H 1.87281 2.11740 2.31840  -0.330
H 3.30807 0.32027 0.55925  0.431
H 2.20953 1.50696 0.22774  -0.206
F 0.79682 -0.66632 -1.24021  -0.755
O -0.40381 1.18864 0.68436  -1.852
P -0.45803 2.34840 -0.31154  -0.438
N -1.12159 3.67230 0.39099  0.090
C -2.60549 3.76393 0.44252  -0.196
C -2.84931 4.84637 1.48484  -0.763
C -1.73499 4.58999 2.49461  -0.753
C -0.53497 4.30318 1.59598  0.075
N -1.36538 1.94013 -1.58961  0.769
C -2.18146 0.72189 -1.71728  0.285
C -2.67121 0.78267 -3.16133  -0.936
C -2.81469 2.28245 -3.41221  -0.856
C -1.57403 2.85424 -2.73389  -0.441
N 1.05573 2.80253 -0.82932  -0.089
C 1.64474 2.16986 -2.04899  -0.095
C 2.17078 3.34537 -2.86050  -0.708
C 2.64255 4.30356 -1.77584  -0.764
C 1.53868 4.21077 -0.72709  -0.709
H -3.04752 2.81567 0.76843  0.155
H -3.01033 4.01221 -0.53703  0.113
H -3.84701 4.78760 1.91432  0.406
H -2.73010 5.83266 1.03312  0.346
H -1.97431 3.71465 3.10302  0.271
H -1.55451 5.42787 3.16494  0.435
H 0.19028 3.64019 2.07468  -0.244
H -0.01998 5.22569 1.32412  0.295
H -3.02352 0.75139 -1.02226  -0.057
H -1.57053 -0.16047 -1.51813  -0.407
H -3.59965 0.23291 -3.30467  0.454
H -1.91786 0.35950 -3.82869  0.345
H -3.71781 2.66168 -2.92951  0.295
H -2.86185 2.54114 -4.46769  0.431
H -1.70419 3.88407 -2.39692  0.473
H -0.71614 2.82079 -3.40918  0.158
H 0.91128 1.54548 -2.55271  0.358
H 2.47450 1.50912 -1.77531  0.132
H 1.36681 3.80342 -3.43935  0.219
H 2.95842 3.05015 -3.55083  0.444
H 2.77972 5.32457 -2.12513  0.415
H 3.59400 3.96091 -1.36218  0.317
H 0.72497 4.90555 -0.94335  0.404
H 1.90852 4.42251 0.27680  0.278

Forces on atoms 1 to 2 (eV/Å):
Ir 0.0 -0.1 0.0
C 0.0 0.0 0.0

Kohn-Sham gap ... 8.66 eV
E_HOMO ... -13.39 eV
Total charge ... +2
E_LUMO ... -4.7332 eV
Strongest force on any atom ... 0.10 eV Å⁻¹
Electronic energy ... -2396.64242 Ha
Energy above the lowest of the compared OMol25 structures with the same formula, charge and spin ... 0.00 kcal per mole


Computed, not measured: C2H4N2S in the gas phase in a non-equilibrium geometry, with the ωB97M-V functional and the def2-TZVPD basis.

Each line ends with the Mulliken charge.
Cartesian coordinates (Å):
C 0.21855 -0.20219 0.00194  -0.376
C -0.80855 0.70181 0.81202  0.113
N -0.35048 0.09819 -1.26208  -0.355
N -0.80053 2.05624 0.33134  -0.547
S -1.65778 1.26147 -0.74309  0.129
H 1.31716 0.12932 0.07335  0.245
H -0.00906 -1.31446 0.20713  0.198
H -1.42198 0.18221 1.45297  0.369
H 0.19510 0.33541 -2.00611  0.224

Forces on atoms 1 to 2 (eV/Å):
C 0.2 -0.5 0.7
C 1.8 1.2 -3.3

Kohn-Sham gap ... 9.03 eV
E_HOMO ... -8.90 eV
E_LUMO ... 0.1287 eV
Strongest force on any atom ... 3.94 eV Å⁻¹
Electronic energy ... -586.15772 Ha
Energy above the lowest of the compared OMol25 structures with the same formula, charge and spin ... 85.76 kcal per mole


Computed, not measured: 2 unconnected molecules or ions with the total composition C7H12BrO4S in a non-equilibrium geometry, with the ωB97M-V functional and the def2-TZVPD basis.

Each line ends with the Mulliken charge.
Cartesian coordinates (Å):
C -2.49079 -1.93385 -1.06769  0.939
C -1.21437 -2.04272 1.85309  -1.039
C -0.22812 1.45652 -1.55592  -1.513
C 1.31353 2.38014 0.25251  -1.498
C 1.89656 0.16052 -0.92906  -2.208
C -0.64761 -1.57535 0.43143  -0.131
C 0.78843 1.08656 -0.45884  1.450
O -2.06950 -1.29914 -1.91402  -0.426
O -3.10908 -2.61141 -0.33530  -0.543
O 0.94934 0.03743 1.86096  -0.659
O -1.24618 0.90952 1.26235  -0.748
S -0.10531 0.09212 0.88185  1.095
Br 0.88622 -2.73660 0.10454  -0.293
H -0.46658 -2.74745 2.40967  0.269
H -2.24579 -2.57304 1.64151  0.199
H -1.47138 -1.14296 2.41951  0.319
H 0.44974 2.12344 -2.14584  0.451
H -0.64110 0.51928 -1.96637  0.256
H -0.98832 2.04481 -1.06087  0.400
H 1.52759 2.32157 1.32321  0.375
H 0.56687 3.14827 0.13318  0.355
H 2.33154 2.53233 -0.14183  0.365
H 1.47460 -0.58144 -1.44107  0.513
H 2.63656 0.74483 -1.54513  0.419
H 2.10314 -0.31339 -0.01188  0.653

Forces on atoms 1 to 2 (eV/Å):
C -0.4 -1.5 3.1
C -0.8 -1.4 -0.8

Kohn-Sham gap ... 7.11 eV
E_HOMO ... -3.81 eV
Total charge ... -1
E_LUMO ... 3.2989 eV
Strongest force on any atom ... 4.24 eV Å⁻¹
Electronic energy ... -3547.07064 Ha


Computed, not measured: C16H17N3O4S in the gas phase in a non-equilibrium geometry, with the ωB97M-V functional and the def2-TZVPD basis.

Each line ends with the Mulliken charge.
Cartesian coordinates (Å):
O 3.49774 1.58155 -1.19490  -0.649
C 3.01127 1.70232 -0.08895  0.616
C 2.70966 0.49198 0.78828  -0.888
S 0.90547 0.17658 0.84819  -0.169
C 0.83187 -1.19949 -0.17929  0.326
N 1.80974 -1.92195 -0.63201  -0.155
N 1.25010 -2.90207 -1.36451  -0.785
C -0.02825 -2.73605 -1.31887  0.322
C -1.05899 -3.61470 -1.94559  0.336
C -1.46124 -4.71469 -0.94350  -0.614
O -1.99926 -4.14211 0.21970  -0.471
C -2.91172 -3.14470 -0.03294  0.719
C -3.73350 -2.72259 1.00366  -0.765
C -4.67374 -1.73453 0.78600  -0.497
C -4.80636 -1.16514 -0.47054  -0.514
C -3.97868 -1.56304 -1.50237  -0.839
C -3.02086 -2.54476 -1.28870  0.709
O -2.19773 -2.89155 -2.33867  -0.468
O -0.37372 -1.66067 -0.57194  -0.125
N 2.70430 2.89788 0.43970  0.187
C 2.14846 3.16968 1.75096  -0.490
C 1.82181 4.66237 1.70770  -0.729
C 2.88113 5.21499 0.75602  -0.597
C 2.97160 4.12148 -0.30118  -0.611
H 3.16042 -0.39604 0.34830  0.402
H 3.04363 0.63666 1.81415  0.459
H -0.62981 -4.05907 -2.84817  0.403
H -2.20144 -5.36577 -1.42908  0.303
H -0.59270 -5.30066 -0.63940  0.461
H -3.61569 -3.18865 1.96881  0.433
H -5.30831 -1.41379 1.59750  0.383
H -5.54800 -0.40136 -0.64556  0.382
H -4.04823 -1.12426 -2.48481  0.438
H 1.26288 2.55869 1.94165  0.279
H 2.89373 2.96014 2.52907  0.270
H 1.85607 5.11903 2.69427  0.375
H 0.82796 4.81325 1.28597  0.306
H 2.60667 6.17799 0.33248  0.349
H 3.83478 5.31843 1.27474  0.284
H 3.94672 4.05180 -0.78636  0.328
H 2.21221 4.25284 -1.07981  0.293

Forces on atoms 1 to 2 (eV/Å):
O 0.1 -0.1 -0.3
C -0.1 -0.4 0.2

Kohn-Sham gap ... 9.14 eV
E_HOMO ... -8.56 eV
E_LUMO ... 0.5807 eV
Strongest force on any atom ... 1.74 eV Å⁻¹
Electronic energy ... -1483.29351 Ha
Energy above the lowest of the compared OMol25 structures with the same formula, charge and spin ... 81.13 kcal per mole


> Among the records above, which one has the highest electronic energy?

C2H4N2S


> Which of these has the lowest Kohn-Sham gap?

C7H12BrO4S


> What is the formula in the third record?

C7H12BrO4S


> The lowest electronic energy belongs to which entry?

C7H12BrO4S